The following is a DFT calculation (ωB97M-V/def2-TZVPD) of a structure of composition C25H69F3O13Y at a distorted geometry.

Its HOMO energy is -11.191 eV. Its net charge is +1. The calculation puts the HOMO-LUMO gap at 9.712 eV.

XYZ file:
```
111
C25H69F3O13Y | OMol25 | ωB97M-V/def2-TZVPD
Y 0.347 -0.131 0.078
C -2.893 1.880 0.102
O -2.708 3.247 -0.253
O -1.606 1.368 0.038
C -3.701 1.918 1.463
F -4.215 3.117 1.790
F -4.687 0.993 1.624
F -2.884 1.634 2.484
C -2.856 3.585 -1.681
C -2.342 5.051 -1.873
H -3.052 5.790 -1.502
H -1.369 5.201 -1.405
H -2.369 5.186 -2.954
H -3.915 3.602 -1.936
H -2.294 2.968 -2.382
H -3.541 1.466 -0.671
C 3.358 -2.166 -0.135
O 2.050 -1.626 -0.282
H 3.907 -1.853 -1.023
H 4.011 -1.789 0.653
H 3.362 -3.256 -0.137
C -0.448 5.728 2.094
C -0.041 4.260 2.334
O 0.189 3.633 1.119
H 0.434 6.268 1.751
H -0.812 6.255 2.976
H -1.271 5.810 1.385
H -0.751 3.559 2.773
H 0.881 4.176 2.908
H -0.676 3.686 0.707
C 1.807 0.582 -5.986
C 2.825 -0.225 -5.235
O 2.550 -0.567 -3.886
H 0.954 -0.064 -6.198
H 2.245 0.596 -6.984
H 1.437 1.565 -5.697
H 3.727 0.382 -5.157
H 3.184 -1.058 -5.839
H 3.330 -1.089 -3.682
C -2.063 -0.860 -3.783
C -1.855 -1.329 -2.381
O -0.516 -1.331 -1.842
H -3.113 -0.698 -4.026
H -1.599 -1.596 -4.440
H -1.477 0.025 -4.031
H -2.169 -2.371 -2.451
H -2.556 -0.855 -1.695
H -0.102 -2.072 -2.291
C 1.588 2.976 -2.791
C 0.536 1.810 -2.731
O 1.039 0.882 -1.914
H 1.204 3.791 -3.405
H 2.528 2.667 -3.249
H 1.764 3.420 -1.811
H 0.342 1.380 -3.713
H -0.418 2.243 -2.430
H 1.626 0.535 -2.590
C 3.720 -1.289 4.795
C 2.536 -2.158 5.092
O 1.890 -2.567 3.950
H 4.021 -0.768 5.704
H 3.670 -0.575 3.973
H 4.576 -1.867 4.448
H 1.739 -1.690 5.671
H 2.812 -3.003 5.724
H 1.391 -3.326 4.261
C 3.323 2.715 2.253
C 3.111 1.823 1.039
O 1.759 1.618 0.778
H 4.340 2.894 2.602
H 2.925 2.214 3.135
H 2.843 3.694 2.242
H 3.617 0.861 1.114
H 3.582 2.374 0.224
H 1.511 2.525 0.974
C -0.845 0.041 4.158
C 0.208 0.611 3.270
O 0.673 -0.426 2.402
H -1.025 0.708 5.002
H -0.524 -0.862 4.677
H -1.724 -0.214 3.566
H 0.965 1.120 3.866
H -0.265 1.416 2.707
H 1.026 -1.132 2.948
C -4.933 -3.399 -0.382
C -5.121 -2.416 0.722
O -3.977 -1.666 1.108
H -4.458 -2.898 -1.225
H -5.890 -3.849 -0.649
H -4.239 -4.209 -0.157
H -5.443 -2.975 1.601
H -5.993 -1.780 0.573
H -4.276 -0.895 1.596
C -1.012 -3.287 2.705
C -0.616 -2.848 1.329
O -1.243 -1.669 0.847
H -0.411 -2.660 3.364
H -0.968 -4.368 2.837
H -1.975 -2.866 2.994
H -0.821 -3.606 0.573
H 0.464 -2.704 1.300
H -2.199 -1.756 0.831
C 2.299 -5.342 -2.371
C 0.909 -4.777 -2.067
O 0.772 -3.495 -2.692
H 3.018 -4.700 -1.863
H 2.473 -5.470 -3.439
H 2.537 -6.349 -2.028
H 0.626 -4.613 -1.027
H 0.239 -5.462 -2.586
H 1.461 -2.978 -2.271
```

***

The following is a DFT calculation (ωB97M-V/def2-TZVPD) of a cluster of 6 separate species, C48H57B3F40O11 in total at a distorted geometry.

Its HOMO energy is -8.644 eV. Its SMILES is CC(C)=CCC[C@@H](C)CCB1OB(CCC(=O)O)OB(C[C@@H](C)OCc2ccccc2)O1.FC(F)C(F)(F)COC(F)(F)C(F)F.FC(F)C(F)(F)COC(F)(F)C(F)F.FC(F)C(F)(F)COC(F)(F)C(F)F.FC(F)C(F)(F)COC(F)(F)C(F)F.FC(F)C(F)(F)COC(F)(F)C(F)F. Its net charge is 0. The calculation puts the HOMO-LUMO gap at 8.762 eV.

XYZ file:
```
159
C48H57B3F40O11 | OMol25 | ωB97M-V/def2-TZVPD
C 6.889 6.516 -1.404
C 6.612 6.689 -2.971
C 7.130 5.523 -3.946
C 5.968 7.860 -3.433
C 5.292 8.987 -2.523
C 3.910 8.560 -1.831
C 2.814 7.939 -2.834
C 2.773 8.643 -4.270
C 3.002 6.341 -2.847
C 3.090 5.660 -4.301
B 2.667 4.084 -4.084
O 3.138 3.258 -3.002
B 2.029 2.329 -2.766
C 2.399 0.797 -2.377
C 2.627 0.537 -0.807
C 4.131 0.842 -0.307
O 4.379 0.811 0.935
O 5.204 1.161 -1.177
O 0.660 2.833 -2.910
B 0.478 3.391 -4.246
C -0.981 3.844 -4.840
C -1.089 5.449 -4.728
C -0.583 6.065 -6.148
O -2.423 5.960 -4.531
C -2.963 5.587 -3.244
C -2.188 6.401 -2.082
C -2.111 7.952 -2.137
C -1.304 8.667 -1.007
C -0.611 7.806 0.108
C -0.726 6.247 0.144
C -1.523 5.529 -0.971
O 1.709 3.503 -5.033
H 7.534 7.409 -1.074
H 7.427 5.509 -1.226
H 5.917 6.490 -0.806
H 7.897 4.909 -3.360
H 7.610 5.998 -4.877
H 6.272 4.817 -4.264
H 5.939 8.010 -4.578
H 6.047 9.208 -1.672
H 5.214 9.982 -3.107
H 3.439 9.528 -1.401
H 4.032 7.837 -0.944
H 1.784 8.142 -2.342
H 2.386 9.721 -4.095
H 2.001 8.174 -4.993
H 3.780 8.743 -4.794
H 2.169 5.826 -2.258
H 3.998 6.114 -2.305
H 2.358 6.062 -5.075
H 4.183 5.750 -4.676
H 3.365 0.459 -2.914
H 1.532 0.115 -2.704
H 1.908 1.096 -0.122
H 2.470 -0.588 -0.592
H 6.008 1.084 -0.599
H -0.928 3.600 -5.970
H -1.850 3.270 -4.376
H -0.319 5.798 -3.957
H -1.224 5.695 -7.021
H 0.527 5.816 -6.243
H -0.650 7.213 -6.013
H -4.057 5.964 -3.235
H -3.018 4.465 -3.048
H -2.596 8.582 -2.965
H -1.149 9.795 -0.956
H 0.020 8.267 0.949
H -0.221 5.595 0.930
H -1.647 4.389 -1.019
C 0.221 -2.343 2.111
C -0.043 -0.972 1.453
C -1.436 -0.382 1.674
F -2.420 -1.161 1.190
F -1.548 0.811 1.034
F 0.253 -1.055 0.132
F 0.863 -0.099 1.984
O 0.078 -3.511 1.286
C -1.224 -4.034 1.119
C -1.731 -3.920 -0.323
F -1.724 -2.644 -0.761
F -3.011 -4.358 -0.416
F -2.053 -3.463 2.019
F -1.146 -5.339 1.465
H 1.280 -2.347 2.384
H -0.308 -2.455 3.062
H -1.626 -0.206 2.737
H -1.112 -4.512 -1.001
C 7.365 -0.190 -4.106
C 7.571 -1.702 -3.872
C 8.494 -2.085 -2.715
F 9.746 -1.617 -2.863
F 8.603 -3.436 -2.627
F 7.976 -2.273 -5.032
F 6.339 -2.231 -3.607
O 8.169 0.432 -5.121
C 9.475 0.836 -4.761
C 10.565 0.047 -5.494
F 10.457 -1.281 -5.283
F 11.797 0.413 -5.058
F 9.602 0.794 -3.420
F 9.565 2.143 -5.099
H 6.342 -0.078 -4.478
H 7.381 0.380 -3.173
H 8.100 -1.723 -1.761
H 10.515 0.221 -6.571
C -6.877 -6.574 2.728
C -6.524 -6.704 4.224
C -7.224 -5.726 5.169
F -6.948 -4.440 4.892
F -6.815 -5.933 6.449
F -5.178 -6.642 4.364
F -6.880 -7.968 4.605
O -5.975 -5.819 1.905
C -6.124 -4.414 1.889
C -4.925 -3.683 2.502
F -4.691 -4.075 3.774
F -5.144 -2.344 2.542
F -7.298 -4.083 2.465
F -6.241 -4.067 0.587
H -6.822 -7.584 2.316
H -7.916 -6.270 2.571
H -8.309 -5.860 5.143
H -4.022 -3.867 1.923
C -5.946 -3.040 8.949
C -4.803 -3.434 9.909
C -5.047 -4.668 10.777
F -6.109 -4.536 11.592
F -3.978 -4.896 11.583
F -4.476 -2.358 10.665
F -3.707 -3.688 9.132
O -6.845 -2.010 9.388
C -7.912 -2.391 10.233
C -7.799 -1.795 11.641
F -6.639 -2.132 12.240
F -8.797 -2.252 12.437
F -8.023 -3.734 10.235
F -9.038 -1.929 9.641
H -5.465 -2.609 8.067
H -6.486 -3.912 8.568
H -5.192 -5.560 10.161
H -7.856 -0.704 11.608
C -3.997 -10.697 1.182
C -4.856 -9.505 0.708
C -5.328 -9.556 -0.746
F -4.313 -9.585 -1.627
F -6.057 -8.449 -1.042
F -4.192 -8.355 0.970
F -5.971 -9.481 1.502
O -2.572 -10.528 1.178
C -1.892 -10.747 -0.042
C -1.252 -9.472 -0.604
F -2.160 -8.492 -0.792
F -0.684 -9.713 -1.811
F -2.723 -11.351 -0.914
F -0.923 -11.650 0.230
H -4.238 -10.839 2.240
H -4.293 -11.636 0.705
H -5.965 -10.428 -0.922
H -0.482 -9.093 0.071
```

***

The following is a DFT calculation (ωB97M-V/def2-TZVPD) of a structure of composition C16H15F6N5O2PRe at a distorted geometry.

Its HOMO energy (alpha / beta) is -20.818 / -20.807 eV. Its net charge is +4. The calculation puts the HOMO-LUMO gap (alpha / beta) at 3.735 / 3.719 eV.

XYZ file:
```
46
C16H15F6N5O2PRe | OMol25 | ωB97M-V/def2-TZVPD
Re 0.007 -0.715 -0.830
C -1.391 -2.969 0.889
N -0.040 -2.404 0.499
C 0.914 -2.265 1.666
C 1.853 -1.167 1.320
N 1.508 -0.265 0.318
C 2.572 0.640 0.220
C 2.777 1.738 -0.613
C 3.974 2.429 -0.456
C 4.918 2.045 0.495
C 4.719 0.945 1.339
C 3.533 0.270 1.166
N 3.014 -0.874 1.820
C -2.362 -1.066 1.829
N -1.304 0.312 -0.296
C -2.327 1.152 -0.213
C -2.395 2.294 -1.009
C -3.496 3.125 -0.926
C -4.604 2.881 -0.019
C -4.593 1.814 0.795
C -3.464 0.898 0.766
N -3.436 -0.079 1.614
H -1.326 -3.418 1.879
H -1.702 -3.695 0.143
H 0.356 -3.137 -0.100
H 1.433 -3.208 1.846
H 0.352 -2.000 2.563
H 2.053 2.037 -1.359
H 4.183 3.285 -1.083
H 5.839 2.607 0.589
H 5.465 0.664 2.072
H 3.484 -1.388 2.564
H -1.596 2.509 -1.707
H -3.547 3.998 -1.571
H -5.436 3.576 -0.015
H -5.406 1.608 1.483
H -4.187 -0.129 2.314
O -2.393 -1.956 0.855
O -1.639 -0.972 2.756
F 0.617 0.188 -2.551
P 0.534 -1.373 -3.655
F -0.227 -0.598 -4.705
F -0.857 -1.524 -2.654
F 0.435 -2.817 -4.087
F 1.218 -1.949 -1.950
F 1.973 -1.047 -4.003
```

***

The following is a DFT calculation (ωB97M-V/def2-TZVPD) of a structure of composition C24H19Cl3F5O2S4SbSeTc.

Its HOMO energy (alpha / beta) is -11.072 / -11.072 eV. Its net charge is +1. The calculation puts the HOMO-LUMO gap (alpha / beta) at 5.215 / 5.206 eV.

XYZ file:
```
60
C24H19Cl3F5O2S4SbSeTc | OMol25 | ωB97M-V/def2-TZVPD
Tc -0.495 0.759 0.138
Cl -0.206 -2.256 6.946
C -0.480 -1.566 5.395
C 0.568 -0.927 4.746
C 0.337 -0.387 3.497
Cl 1.587 0.474 2.677
C -0.912 -0.484 2.892
O -1.143 0.028 1.673
C -1.964 -1.090 3.584
Cl -3.535 -1.106 2.892
C -1.748 -1.642 4.832
H 1.539 -0.846 5.210
H -2.559 -2.118 5.363
S -2.881 -1.807 -0.739
Sb -2.108 -1.839 -3.273
S -1.701 -2.934 0.257
S -2.174 0.297 -1.122
S -0.514 -3.276 -2.971
C -0.857 2.688 -3.322
C 0.564 2.304 -3.721
C 1.588 3.259 -3.099
C 0.997 0.862 -3.492
C 1.335 0.109 -4.614
C 1.962 -1.120 -4.504
C 2.351 -1.578 -3.257
C 2.060 -0.868 -2.098
C 2.637 -1.352 -0.784
C 3.563 -0.300 -0.165
C 1.578 -1.924 0.155
C 1.292 0.287 -2.243
O 0.785 0.908 -1.102
H -1.097 3.676 -3.718
H -0.976 2.737 -2.241
H -1.593 1.988 -3.722
H 0.618 2.437 -4.804
H 1.571 3.194 -2.010
H 1.366 4.288 -3.386
H 2.598 3.024 -3.435
H 1.122 0.520 -5.593
H 2.200 -1.691 -5.391
H 2.918 -2.496 -3.170
H 3.279 -2.196 -1.047
H 3.053 0.636 0.052
H 4.374 -0.075 -0.859
H 4.005 -0.672 0.759
H 0.851 -1.178 0.503
H 2.038 -2.340 1.053
H 1.011 -2.708 -0.345
F 1.055 7.196 -2.501
C 0.590 6.233 -1.725
C 1.429 5.626 -0.802
F 2.695 6.011 -0.706
C 0.942 4.599 -0.015
F 1.776 4.002 0.833
C -0.378 4.173 -0.121
Se -1.086 2.922 1.112
C -1.201 4.795 -1.054
F -2.461 4.404 -1.205
C -0.726 5.814 -1.859
F -1.513 6.383 -2.765
```

***

The following is a DFT calculation (ωB97M-V/def2-TZVPD) of a cluster of 4 separate species, C3H12O4 in total at a distorted geometry.

Its HOMO energy is -8.821 eV. Its SMILES is C/C=C\O.O.O.O. Its net charge is 0. The calculation puts the HOMO-LUMO gap at 9.567 eV.

XYZ file:
```
19
C3H12O4 | OMol25 | ωB97M-V/def2-TZVPD
C -1.762 1.889 -0.793
C -1.399 2.077 0.625
C -0.188 1.879 1.200
O 0.728 0.984 0.776
H -2.818 2.235 -0.944
H -1.835 0.704 -1.033
H -1.162 2.484 -1.460
H -1.999 2.762 1.303
H -0.150 2.145 2.288
H 0.600 1.034 -0.189
H 0.935 -1.594 -1.365
H -0.361 -1.111 -2.021
O 0.448 -0.778 -1.645
H 2.211 -1.017 2.008
H 1.204 -0.872 0.826
O 1.849 -1.599 1.258
H 1.559 -3.267 0.125
H 1.148 -4.444 -0.448
O 0.994 -3.513 -0.511
```

***

The following is a DFT calculation (ωB97M-V/def2-TZVPD) of the molecule C3H6N2OS at a distorted geometry.

Its HOMO energy is -8.907 eV. Its SMILES is NNC(=O)[C@@H]1CS1. Its net charge is 0. The calculation puts the HOMO-LUMO gap at 9.346 eV.

XYZ file:
```
13
C3H6N2OS | OMol25 | ωB97M-V/def2-TZVPD
C 0.315 -0.285 0.620
C -0.715 0.416 -0.157
C -2.017 0.321 0.616
H 1.791 0.900 -1.077
H 1.727 -0.629 -1.890
H 2.278 -0.871 0.977
H -0.389 1.370 -0.729
H -2.754 1.086 0.816
H -2.169 -0.568 1.278
N 2.199 -0.091 -1.123
N 1.547 -0.470 0.122
O 0.005 -0.697 1.759
S -1.818 -0.481 -1.211
```